# 1
Below is C8H15NO5S2 as an isolated structure in a non-equilibrium geometry, with properties calculated with ωB97M-V/def2-TZVPD.

The calculation puts the HOMO energy at -9.87 eV. As for the energy relative to the best compared isomer or geometry (same formula, charge and spin): 0.000 eV. For the total energy, the calculation gives -1541.07090 hartree. The LUMO energy comes out at 0.488 eV.

Geometry as ORCA input:
```
! wB97M-V def2-TZVPD RIJCOSX def2/J DEFGRID3
* xyz 0 1
O 0.16184 1.42184 2.00019
O -1.62978 1.54236 0.37256
O -1.78689 -2.92891 -0.01293
O -1.20915 -1.01081 -1.41671
N 0.93553 -2.01830 2.46655
O 1.25215 -1.85933 0.25857
C 0.45368 -1.58232 1.32589
C 0.96466 2.49260 -0.95895
C -4.06788 -1.04189 1.42943
C 2.18957 -2.68368 2.20722
C 2.30530 -2.73344 0.67805
C 0.86058 1.02117 -0.50886
C -3.46394 -0.85609 0.05580
C -0.75448 -0.82466 1.21795
S -0.40672 0.82760 0.78098
S -1.76664 -1.45423 -0.10898
H -0.02495 2.88821 -1.24702
H 1.62772 2.55853 -1.83394
H 1.43944 3.08623 -0.19739
H -3.51142 -0.51475 2.17831
H -5.10864 -0.69488 1.50413
H -3.98298 -2.10420 1.71369
H 3.06014 -2.17002 2.61611
H 2.15422 -3.72068 2.58137
H 2.18157 -3.73665 0.24327
H 3.26437 -2.40921 0.31262
H 0.68863 0.38230 -1.38619
H 1.78587 0.66925 -0.05268
H -4.10579 -1.33329 -0.70643
H -3.46788 0.21476 -0.25044
H -1.23605 -0.84913 2.19434
*
```

Results of the Löwdin charge analysis, in e, for atoms 1 through 6: -0.307 -0.319 -0.308 -0.318 0.142 -0.026

=====

# 2
Below is a 2-piece molecular cluster, C4H14N2O2 overall in a non-equilibrium geometry, with properties calculated with ωB97M-V/def2-TZVPD.

The calculation puts the HOMO energy at -8.49 eV. As for the energy relative to the best compared isomer or geometry (same formula, charge and spin): 0.833 eV. For the total energy, the calculation gives -420.77448 hartree. The LUMO energy comes out at 0.727 eV.

Geometry as ORCA input:
```
! wB97M-V def2-TZVPD RIJCOSX def2/J DEFGRID3
* xyz 0 1
N -1.65753 1.33296 -0.80754
C -0.37599 2.00447 -0.47799
C 0.17494 1.48155 0.85700
N 0.54570 0.07412 0.89847
C 1.42373 -0.36315 -0.17448
C 1.83052 -1.79518 0.06692
O 0.85974 -2.71300 -0.48678
H -2.37950 2.00977 -1.02001
H -1.53865 0.77713 -1.64953
H -0.51618 3.07656 -0.34789
H 0.31525 1.78399 -1.28718
H 1.05233 2.07879 1.13257
H -0.61892 1.62983 1.59518
H -0.31728 -0.47006 0.91053
H 0.90824 -0.28875 -1.13935
H 2.29481 0.29168 -0.22368
H 2.73514 -2.09109 -0.46549
H 1.93914 -1.95606 1.14012
H 0.01192 -2.64985 -0.01474
H -2.24243 -0.85376 -0.06120
H -2.51047 -1.70656 1.16363
O -1.93452 -1.65339 0.39141
*
```

Results of the Löwdin charge analysis, in e, for atoms 1 through 6: -0.005 -0.259 -0.242 -0.074 -0.235 -0.234

=====

# 3
Below is an isolated ion of composition C7H12N2OP and charge +1 in a non-equilibrium geometry, with properties calculated with ωB97M-V/def2-TZVPD.

The calculation puts the HOMO energy at -13.56 eV. As for the energy relative to the best compared isomer or geometry (same formula, charge and spin): 0.000 eV. For the total energy, the calculation gives -799.82001 hartree. The LUMO energy comes out at -3.788 eV.

Geometry as ORCA input:
```
! wB97M-V def2-TZVPD RIJCOSX def2/J DEFGRID3
* xyz 1 1
C -1.18080 -2.38886 -0.02677
C 0.56099 -1.03581 -0.87445
C -1.55546 -1.27429 0.80670
C -0.15418 -2.24264 -0.91943
C 0.24372 -0.02792 -0.04278
C 1.49639 2.01031 1.71856
C -0.44013 2.59317 -0.47846
N -0.82500 -0.18820 0.84141
N -0.00002 -3.26017 -1.73635
O 2.29840 1.52769 -0.83865
P 1.13539 1.58738 0.03312
H -1.88506 -3.18352 0.01878
H 1.32266 -0.81166 -1.57504
H -2.46020 -1.45375 1.30948
H 0.62156 2.56914 2.02437
H 1.67218 1.05728 2.18741
H 2.36440 2.66052 1.74753
H -0.13471 3.50832 -0.97450
H -1.25095 2.10988 -1.07625
H -0.75549 2.90768 0.47761
H -1.11201 0.69640 1.36665
H -0.48413 -4.10956 -1.40197
H 0.52243 -3.25140 -2.58699
*
```

Results of the Löwdin charge analysis, in e, for atoms 1 through 6: 0.032 0.038 -0.010 -0.309 -0.244 -0.140

=====

Question: Look up the LUMO of the third one.
Answer: -3.788 eV

=====

Question: Among the records above, which one has the highest LUMO?
Answer: C4H14N2O2